[1]
Here is C45H31N6O2S3W as an isolated structure from the Open Molecules 2025 dataset. Energies are from ωB97M-V/def2-TZVPD.

Structure (XYZ):
```
88
Properties=species:S:1:pos:R:3:forces:R:3
W 0.371 -0.476 -0.120 0.4 0.3 1.3
S 4.136 3.752 -1.563 -0.2 0.1 -0.1
C 5.505 4.756 -1.419 0.1 0.0 0.0
C 6.612 4.051 -1.059 0.0 -0.1 0.0
C 6.337 2.668 -0.892 0.2 0.1 0.0
C 5.032 2.352 -1.136 -0.1 -0.3 0.0
C 4.407 1.024 -1.030 -0.2 0.4 0.0
C 3.009 0.899 -0.880 0.1 0.1 0.0
N 2.404 -0.255 -0.695 0.3 0.1 0.0
C 3.159 -1.382 -0.648 -0.4 -0.4 0.1
C 4.527 -1.377 -0.850 0.5 0.1 -0.2
C 5.231 -2.635 -0.857 0.0 0.1 0.0
C 4.578 -3.797 -0.651 -0.2 -0.1 0.0
C 3.161 -3.811 -0.382 0.2 -0.4 0.1
C 2.422 -4.974 -0.095 0.5 -0.1 0.0
C 1.095 -4.889 0.237 -0.6 0.0 0.2
C 0.507 -3.604 0.248 0.0 -0.2 0.0
N 1.163 -2.510 -0.063 0.0 0.0 -0.1
C 2.476 -2.609 -0.359 0.3 0.6 -0.3
C 0.254 -6.049 0.573 0.2 0.3 -0.1
C -0.926 -6.044 1.259 -0.2 -0.1 0.2
C -1.502 -7.337 1.382 0.1 0.1 0.0
C -0.737 -8.294 0.788 0.0 0.0 0.1
S 0.672 -7.639 0.086 0.1 -0.1 -0.1
C 5.147 -0.129 -1.044 0.2 -0.4 0.0
H 5.423 5.813 -1.615 0.0 0.0 0.0
H 7.584 4.498 -0.911 0.0 0.0 0.0
H 7.078 1.945 -0.579 0.0 0.0 0.0
H 2.364 1.769 -0.883 0.0 0.0 0.0
H 6.299 -2.632 -1.036 0.0 0.0 0.0
H 5.115 -4.737 -0.663 0.0 0.0 0.0
H 2.926 -5.935 -0.098 0.0 0.0 0.0
H -0.529 -3.470 0.523 -0.1 0.0 0.0
H -1.365 -5.161 1.704 0.0 0.0 -0.1
H -2.434 -7.536 1.890 0.0 0.0 0.0
H -0.924 -9.355 0.731 0.0 0.0 0.0
H 6.220 -0.086 -1.197 0.0 0.0 0.0
N -4.301 5.120 -1.000 -0.1 0.1 -0.1
C -5.517 5.700 -0.689 0.2 0.1 -0.3
C -6.208 6.783 -1.236 0.0 -0.1 0.1
C -7.424 7.082 -0.661 -0.1 0.0 0.1
C -7.937 6.334 0.418 0.0 0.1 -0.1
C -7.244 5.270 0.948 0.0 0.0 0.0
C -6.007 4.953 0.380 -0.1 -0.3 0.3
N -5.107 3.949 0.720 -0.3 0.2 0.0
C -4.123 4.090 -0.117 0.4 -0.2 -0.1
C -2.937 3.217 -0.125 -0.4 0.3 0.0
C -2.709 2.369 0.956 0.1 0.1 0.0
C -1.609 1.548 0.928 0.0 0.0 0.2
N -0.757 1.463 -0.117 -0.3 0.1 0.0
C -0.968 2.300 -1.135 0.0 0.1 -0.1
C -2.028 3.190 -1.171 0.2 0.0 -0.1
H -3.646 5.445 -1.689 0.0 0.0 0.0
H -5.818 7.360 -2.063 0.0 0.0 0.0
H -8.000 7.912 -1.047 0.0 0.0 0.0
H -8.897 6.608 0.835 0.0 0.0 0.0
H -7.630 4.693 1.778 0.0 0.0 0.0
H -3.381 2.372 1.803 0.0 0.0 0.0
H -1.380 0.906 1.769 0.0 -0.1 0.0
H -0.284 2.223 -1.968 0.0 0.0 0.0
H -2.139 3.821 -2.043 0.0 0.0 0.0
N 1.003 -0.013 1.485 -0.2 0.3 -0.7
C 1.949 0.712 2.222 -0.4 -0.8 -0.2
C 2.134 2.076 2.032 0.0 0.3 -0.1
C 3.160 2.738 2.693 0.0 0.0 0.0
C 4.010 2.042 3.545 -0.1 0.0 -0.1
C 3.818 0.680 3.741 -0.1 0.0 0.0
C 2.790 0.018 3.087 0.2 -0.1 0.3
H 1.469 2.610 1.361 0.0 0.0 0.0
H 3.298 3.800 2.536 0.0 0.0 0.0
H 4.812 2.558 4.055 0.0 0.0 0.0
H 4.468 0.130 4.409 0.0 0.0 0.0
H 2.629 -1.043 3.235 0.0 0.0 0.0
O -4.235 -5.646 -0.935 0.1 0.2 -0.1
C -3.784 -4.630 -0.171 0.2 -0.3 0.2
O -4.071 -4.579 0.991 -0.1 0.1 0.0
C -2.862 -3.642 -0.818 0.0 -0.1 -0.1
C -2.820 -2.366 -0.310 0.1 0.3 0.1
C -1.979 -1.396 -0.885 -0.5 -0.2 -0.1
C -1.147 -1.721 -1.965 0.0 -0.2 -0.3
S -0.017 -0.536 -2.588 0.0 -0.1 0.0
C -1.163 -3.051 -2.434 0.1 0.1 0.0
C -2.025 -3.975 -1.898 0.0 -0.1 0.0
H -3.998 -5.508 -1.862 -0.1 0.0 0.0
H -3.475 -2.107 0.512 0.0 0.0 0.0
H -2.194 -0.354 -0.675 0.2 0.0 0.1
H -0.495 -3.325 -3.241 0.0 0.0 0.0
H -2.018 -4.986 -2.294 0.0 0.0 0.0
```
Forces are in eV/Å.

Values from the calculation:
Kohn-Sham gap: 6.1661 eV
net charge: +1

Atomic partial charges in e from the Mulliken method, atoms 1 to 4:
1 W 0.03
2 S -0.09
3 C -0.41
4 C -0.61


[2]
Here is C45H32Br2Cl3F5N3Sb2Zn as an isolated structure from the Open Molecules 2025 dataset. Energies are from ωB97M-V/def2-TZVPD.

Structure (XYZ):
```
93
Properties=species:S:1:pos:R:3:forces:R:3
Zn -1.966 1.736 -4.568 1.6 0.4 0.2
Br -2.321 4.744 1.312 -0.1 0.0 0.2
C -2.555 3.775 -0.248 -0.2 -1.5 -1.4
C -2.539 2.355 -0.270 0.1 1.4 0.0
C -2.526 1.688 -1.503 0.4 0.4 0.7
N -2.517 2.348 -2.675 -1.3 1.2 0.3
C -2.798 3.716 -2.679 1.4 -1.5 1.7
C -2.757 4.426 -1.471 -0.4 -1.5 -0.6
C -2.953 4.377 -3.984 -0.6 0.1 -3.8
C -3.406 5.706 -4.251 -0.4 -1.1 1.7
C -3.727 6.099 -5.544 0.3 -1.5 -1.5
Br -4.487 7.781 -5.921 0.2 -0.3 0.2
C -3.523 5.185 -6.615 0.4 0.8 0.3
C -2.926 3.937 -6.348 -0.8 1.4 -0.6
N -2.725 3.538 -5.121 0.2 0.8 3.4
H -2.498 1.851 0.688 0.0 -0.3 -0.3
H -2.455 0.578 -1.442 0.1 1.0 -0.7
H -2.975 5.445 -1.516 0.0 1.6 0.2
H -3.714 6.377 -3.423 0.6 -0.5 -0.6
H -3.763 5.490 -7.643 0.2 -0.2 0.6
H -2.624 3.250 -7.143 -0.3 0.3 0.2
C 0.406 -2.983 1.780 -1.7 -1.6 -0.6
C 1.834 -2.700 1.470 -0.1 1.9 0.2
C 2.023 -1.215 1.115 -1.3 1.1 -0.5
Sb 2.427 0.442 2.743 0.8 -1.6 -1.0
C 4.351 -0.605 2.910 0.2 0.9 0.0
C 4.394 -1.845 3.509 0.5 -0.2 0.6
C 5.581 -2.460 3.918 -1.1 -0.7 -0.5
C 6.773 -1.831 3.713 -0.1 0.6 -0.4
C 6.765 -0.680 2.942 0.7 0.7 -0.9
C 5.585 -0.062 2.520 -0.1 -0.9 0.6
C 3.147 2.237 1.711 -0.7 0.2 -1.0
C 2.786 3.445 2.322 0.6 0.1 -0.6
C 3.240 4.660 1.775 -0.5 -0.9 0.4
C 3.948 4.739 0.598 -0.7 -1.2 0.7
C 4.168 3.545 -0.089 1.3 -0.5 -0.4
C 3.793 2.325 0.444 -1.1 0.9 2.2
Sb -0.700 -2.172 3.456 -1.3 0.1 -0.8
C -0.809 -3.921 4.651 0.6 -1.3 0.4
C 0.413 -4.659 4.890 -3.1 0.4 0.1
C 0.459 -5.624 5.906 -1.4 0.6 -0.5
C -0.694 -6.009 6.586 -2.3 0.7 -0.5
C -1.937 -5.360 6.208 -0.5 -0.7 0.7
C -2.020 -4.305 5.287 1.9 -0.2 0.7
C -2.726 -2.606 2.529 0.5 -0.2 0.1
C -3.778 -1.783 2.962 0.3 -0.6 -0.9
C -5.081 -1.970 2.440 1.4 1.8 1.7
C -5.375 -3.027 1.655 -1.6 -1.5 -0.6
C -4.387 -3.969 1.396 1.6 -0.6 -0.7
C -3.039 -3.731 1.696 -0.8 1.8 1.1
H 0.335 -4.067 1.987 -0.3 0.2 -0.3
H -0.262 -2.793 0.865 0.9 -0.2 1.2
H 2.126 -3.276 0.606 0.1 -0.3 -0.4
H 2.505 -2.980 2.257 0.2 -0.4 0.4
H 1.090 -0.924 0.524 1.2 -0.1 0.6
H 2.878 -1.159 0.464 0.4 0.5 -0.3
H 3.496 -2.385 3.673 -0.7 -0.3 0.5
H 5.510 -3.501 4.223 0.2 0.3 0.5
H 7.701 -2.218 4.061 0.5 -0.4 0.1
H 7.749 -0.343 2.567 -0.7 0.2 0.4
H 5.584 0.763 1.846 0.3 0.7 -0.1
H 2.142 3.465 3.193 0.2 0.0 0.2
H 3.051 5.581 2.275 -0.3 0.5 0.5
H 4.198 5.741 0.369 0.8 0.5 -1.1
H 4.821 3.414 -0.953 -0.4 0.8 -0.2
H 3.943 1.431 -0.075 0.6 -1.2 -0.9
H 1.114 -4.602 4.087 1.2 0.3 0.2
H 1.367 -6.073 6.146 1.4 -0.9 0.2
H -0.747 -6.844 7.332 0.3 1.0 -0.8
H -2.952 -5.655 6.629 1.7 0.0 -0.2
H -2.972 -3.780 5.157 0.5 -0.2 -0.2
H -3.572 -0.977 3.669 -0.2 -0.1 -0.3
H -5.778 -1.215 2.770 -0.5 -0.2 -0.3
H -6.427 -3.191 1.322 1.0 0.1 0.2
H -4.530 -4.934 0.911 -0.7 0.4 -0.2
H -2.282 -4.366 1.270 0.2 -0.3 0.3
Cl -1.646 -2.652 -3.366 -0.8 0.2 -0.7
C -3.171 -2.359 -4.299 0.3 0.0 -0.1
Cl -4.558 -2.802 -3.348 -0.3 -0.4 0.2
Cl -3.162 -3.077 -5.932 0.1 -0.1 0.6
C -3.285 -0.922 -4.556 1.2 4.9 -1.6
N -3.181 0.218 -4.873 -1.0 -5.4 1.4
F -0.053 0.651 -6.955 -0.5 -0.1 0.1
C 0.664 0.956 -5.855 1.9 -1.0 -1.0
C 0.067 1.407 -4.709 -0.9 1.2 0.0
C 0.926 1.915 -3.743 1.1 -1.4 -0.2
F 0.435 2.485 -2.630 -0.1 0.1 0.0
C 2.325 1.698 -3.794 -2.2 1.3 1.6
F 3.025 2.162 -2.729 0.2 -0.7 -1.2
C 2.817 1.083 -4.911 4.3 0.0 -0.4
F 4.206 0.931 -5.033 -2.2 0.1 0.4
C 2.064 0.730 -5.992 -1.5 -0.4 -1.1
F 2.643 0.190 -7.127 -1.0 1.0 1.8
```
Forces are in eV/Å.

Values from the calculation:
Kohn-Sham gap: 5.4711 eV
net charge: +1

Atomic partial charges in e from the Mulliken method, atoms 1 to 4:
1 Zn -0.46
2 Br -0.07
3 C -0.09
4 C -0.68


Electronic energy across the listed records, respectively: -3474.0240; -11185.5836 hartree.
Max |F| across the listed records, respectively: 1.353; 5.629 eV/A.